Molecular formula: C29H66IN3O11S
Method: DFT, wB97M-V/def2-TZVPD

Each line ends with the Löwdin charge.
Atoms and positions in Å:
I -0.163 0.656 5.753  0.937
S -6.165 -1.518 3.421  1.004
O 3.521 -4.021 4.837  -0.092
O -3.212 0.024 6.507  -0.033
O 7.413 1.142 -5.845  -0.106
O 7.393 2.817 -2.778  -0.094
O -8.415 -3.104 1.451  -0.119
O -1.706 4.771 0.108  -0.114
O -6.240 -3.276 -4.160  -0.089
O -0.076 2.623 0.636  -0.114
O -3.459 0.702 -1.046  -0.100
O 3.011 5.349 -0.989  -0.096
O 2.178 -5.231 2.289  -0.114
N -5.036 -1.452 2.235  -0.202
N -5.369 -0.985 4.725  -0.222
N -2.455 -0.967 0.903  0.130
C -1.649 -0.244 3.117  -0.197
C 7.257 0.942 -7.248  -0.309
C 8.609 0.861 -7.932  -0.094
C 3.174 -6.657 0.608  -0.096
C -7.099 -3.097 -3.036  -0.318
C -3.041 -0.223 5.154  -0.339
C -4.112 -0.712 4.311  -0.265
C 2.170 -5.558 0.904  -0.318
C 5.117 -2.392 5.649  -0.094
C -0.245 0.002 2.502  -0.202
C -3.612 6.172 -0.409  -0.086
C 1.029 -2.373 2.895  0.095
C -3.950 -0.976 2.863  -0.278
C -2.604 5.746 0.640  -0.291
C 0.513 -1.305 2.658  -0.109
C -3.606 0.494 -2.450  -0.295
C -8.940 -4.409 1.226  -0.321
C -2.248 0.417 -3.122  -0.083
C 6.872 1.505 -3.013  -0.328
C -9.019 -5.184 2.528  -0.091
C 3.697 -2.646 5.179  -0.319
C 0.856 4.378 2.025  -0.077
C 1.140 3.244 1.056  -0.295
C -1.806 -0.004 4.555  -0.502
C 6.777 0.733 -1.710  -0.087
C 4.225 5.067 -3.065  -0.086
C -2.641 -0.709 2.264  -0.207
C -6.330 -2.528 -1.860  -0.084
C 2.867 5.144 -2.393  -0.321
H -6.984 -2.381 -0.998  0.067
H 2.399 -4.657 0.327  0.110
H 5.262 -1.341 5.906  0.073
H -2.981 1.531 -0.923  0.085
H 1.670 3.612 0.174  0.087
H 6.374 -0.267 -1.877  0.075
H -9.650 -4.659 3.247  0.077
H 3.476 -2.053 4.292  0.098
H -4.306 6.911 -0.007  0.077
H -5.879 -1.571 -2.126  0.053
H -3.337 -0.877 0.409  0.064
H 0.281 0.835 3.008  0.044
H 2.947 -7.550 1.192  0.074
H 4.788 5.990 -2.905  0.075
H 9.199 0.044 -7.514  0.075
H -2.024 6.604 0.992  0.113
H 5.349 -3.002 6.527  0.071
H 6.133 1.258 -1.000  0.074
H -7.897 -2.418 -3.335  0.112
H 3.067 -4.933 2.516  0.066
H -4.181 5.311 -0.764  0.076
H 7.761 0.641 -1.242  0.071
H 2.274 5.965 -2.810  0.105
H 3.167 -6.918 -0.452  0.071
H -9.428 -6.183 2.364  0.073
H -8.029 -5.281 2.980  0.073
H 6.701 0.015 -7.390  0.113
H -1.686 1.341 -2.964  0.071
H 5.831 -2.667 4.871  0.075
H 6.664 1.767 -7.658  0.109
H 2.317 4.213 -2.537  0.110
H -3.109 5.298 1.495  0.121
H -0.335 0.300 1.444  0.082
H -9.932 -4.295 0.789  0.112
H 8.495 0.701 -9.006  0.073
H -4.154 -0.436 -2.592  0.092
H 4.121 4.902 -4.139  0.076
H 9.177 1.781 -7.774  0.072
H -7.536 -3.205 1.828  0.013
H 8.267 2.717 -2.387  0.077
H -5.514 -3.197 -1.571  0.079
H 1.126 -3.418 3.183  0.037
H -1.790 -0.337 0.470  0.072
H -2.352 0.250 -4.196  0.075
H -1.252 5.172 -0.643  0.101
H -3.107 6.602 -1.278  0.074
H 2.975 -2.381 5.958  0.110
H -7.546 -4.062 -2.777  0.105
H -4.200 1.312 -2.869  0.112
H 0.318 4.006 2.900  0.076
H 0.225 5.134 1.560  0.051
H -0.625 3.296 0.198  0.033
H 1.784 4.850 2.355  0.075
H -8.300 -4.928 0.504  0.107
H 7.896 1.967 -5.720  0.086
H -3.608 0.909 6.556  0.115
H -1.656 -0.395 -2.695  0.078
H 4.817 4.255 -2.640  0.067
H -5.541 -3.884 -3.898  0.077
H 1.161 -5.884 0.648  0.113
H 5.888 1.614 -3.467  0.112
H 4.184 -6.341 0.884  0.072
H 7.521 0.993 -3.720  0.082
H 1.755 2.481 1.535  0.109
H 3.706 -4.543 5.624  0.084
H 3.489 6.176 -0.863  0.082

Properties
Spin multiplicity: 1
Gap between HOMO and LUMO (Eh): 0.2696

=====

Molecular formula: C29H67N12O11S
Method: DFT, wB97M-V/def2-TZVPD

Each line ends with the Löwdin charge.
Atoms and positions in Å:
S -3.091 -0.064 0.745  0.747
O 2.028 0.298 5.205  -0.004
O -9.704 -2.358 2.854  0.017
O -4.194 0.461 1.631  -0.343
O 1.954 4.123 -6.766  0.003
O -9.393 -0.917 -2.385  0.021
O -3.034 -1.747 0.837  -0.198
O 5.869 4.440 -3.327  0.002
O -3.314 0.444 -0.661  -0.344
O 1.686 -6.753 2.521  0.016
O 3.993 0.968 -0.655  -0.017
O 3.962 -2.000 3.377  -0.007
N 5.822 1.024 0.637  0.009
N 5.327 -3.369 4.508  0.006
N 2.202 2.149 6.452  0.012
N 0.877 -3.216 1.354  0.142
N -11.105 -0.685 2.348  0.000
N 0.843 -8.211 1.046  0.003
N 5.834 4.405 -5.565  0.007
N 1.215 5.997 -7.746  0.010
N -7.372 -0.522 -1.505  0.009
N 1.029 -1.570 3.196  0.195
N 0.913 -1.616 -0.412  0.111
N 1.007 -0.974 0.788  -0.052
C 1.074 0.531 0.787  -0.073
C -1.512 0.576 1.486  -0.194
C -8.395 -0.209 -2.347  -0.551
C 2.752 1.126 5.751  -0.525
C 5.017 1.559 -0.318  -0.531
C -8.250 1.017 -3.208  -0.010
C 0.990 -1.880 1.892  -0.287
C 5.422 2.872 -0.930  -0.012
C 7.059 1.557 1.167  -0.071
C 3.711 4.624 -4.349  -0.009
C 5.210 4.484 -4.360  -0.532
C 0.845 -2.996 -0.059  -0.010
C 5.242 4.436 -6.886  -0.072
C -11.830 0.224 1.486  -0.077
C -9.974 -1.881 0.525  -0.020
C 4.309 -3.151 3.635  -0.533
C -0.385 4.196 -7.266  -0.007
C 4.252 1.047 5.674  0.002
C -10.239 -1.673 1.991  -0.551
C -0.700 -6.823 2.359  -0.012
C 3.644 -4.350 3.016  -0.016
C 2.878 3.216 7.161  -0.066
C 5.880 -4.636 4.940  -0.070
C 0.697 -7.247 1.994  -0.548
C -0.423 1.012 0.382  -0.167
C -0.191 -8.912 0.312  -0.075
C 1.012 4.753 -7.234  -0.528
C -6.118 0.180 -1.313  -0.084
C 0.242 6.892 -8.337  -0.071
H -6.039 1.060 -1.946  0.083
H -0.459 2.132 0.214  0.129
H -0.654 -6.050 3.126  0.080
H 0.442 -2.134 3.815  0.144
H 5.778 -4.703 6.025  0.086
H 4.674 0.939 6.674  0.092
H -1.209 -6.412 1.485  0.081
H -9.143 1.135 -3.822  0.085
H -7.543 -1.356 -0.961  0.126
H 4.650 1.942 5.189  0.089
H -1.057 4.833 -6.686  0.087
H 4.537 0.177 5.081  0.066
H -0.039 -8.731 -0.754  0.083
H 5.724 -2.519 4.882  0.136
H 0.554 7.110 -9.361  0.087
H -8.141 1.906 -2.582  0.086
H -11.619 0.050 0.433  0.077
H -5.302 -0.506 -1.542  0.066
H -1.144 -0.235 2.197  0.095
H 1.304 0.915 1.843  0.144
H 6.940 1.696 2.244  0.079
H -7.387 0.912 -3.869  0.085
H 3.416 5.543 -4.860  0.084
H -0.387 3.200 -6.824  0.084
H 0.735 -3.780 -0.869  0.148
H 4.685 3.170 -1.672  0.062
H 1.587 -0.791 3.582  0.078
H -1.259 -7.672 2.758  0.088
H 3.248 3.761 -4.829  0.074
H 6.838 4.313 -5.491  0.140
H 2.555 4.169 6.737  0.087
H -1.189 -8.587 0.595  0.075
H 6.389 2.772 -1.426  0.089
H 6.941 -4.654 4.681  0.086
H 2.176 6.302 -7.689  0.141
H 7.329 2.506 0.708  0.079
H -1.680 1.505 2.139  0.135
H 5.470 3.645 -0.160  0.095
H -9.267 -2.701 0.398  0.085
H 2.854 -4.021 2.345  0.039
H -6.050 0.480 -0.265  0.074
H -0.088 -9.981 0.510  0.087
H -9.541 -0.980 0.090  0.056
H 1.865 0.926 0.051  0.118
H 5.484 0.142 0.999  0.137
H -0.735 4.118 -8.297  0.089
H -0.758 6.465 -8.348  0.076
H 1.191 2.133 6.458  0.144
H -12.899 0.091 1.669  0.083
H 1.808 -8.443 0.855  0.141
H 3.199 -4.974 3.792  0.085
H -3.939 -2.090 0.653  0.102
H 5.503 3.510 -7.402  0.087
H 5.380 -5.483 4.476  0.079
H 3.960 3.137 7.089  0.078
H 3.361 4.675 -3.318  0.079
H -11.548 1.246 1.749  0.082
H -0.694 0.515 -0.616  0.102
H 0.890 -1.147 -1.327  0.190
H 4.159 4.537 -6.850  0.041
H 0.235 7.820 -7.762  0.086
H 7.853 0.829 0.987  0.086
H -10.900 -2.142 0.009  0.094
H 2.579 3.174 8.210  0.089
H 5.668 5.281 -7.433  0.083
H -11.232 -0.605 3.347  0.140
H 4.371 -4.925 2.438  0.095

Properties
Spin multiplicity: 1
Gap between HOMO and LUMO (Eh): 0.2872
Charge: +1

=====

Molecular formula: C29H67N7O9S2Si2
Method: DFT, wB97M-V/def2-TZVPD

Each line ends with the Löwdin charge.
Atoms and positions in Å:
S 4.603 2.066 -2.230  0.760
S 3.726 3.041 0.415  0.869
Si -0.654 1.033 -2.458  0.348
Si -0.765 -1.709 -1.606  0.561
O -1.448 -0.220 -1.747  -0.347
O 8.679 -0.889 -1.906  0.035
O -2.649 -4.710 2.919  0.020
O -9.470 1.538 0.854  0.026
O -6.131 -1.568 1.607  0.009
O -4.634 3.680 -0.928  0.022
O 0.567 0.517 -3.419  -0.161
O -0.518 -0.470 1.036  -0.082
O 7.802 3.145 1.349  0.033
N 10.183 -0.036 -3.333  0.009
N -10.239 0.490 -0.969  0.008
N 4.813 0.620 0.022  -0.237
N 6.641 4.730 2.432  0.016
N -4.410 1.447 -0.988  0.024
N -4.705 -2.111 3.250  0.016
N -4.309 -6.193 2.611  0.013
C 9.006 -0.657 -3.056  -0.541
C -5.068 -7.208 1.902  -0.070
C 7.802 4.129 2.071  -0.540
C 6.275 0.454 -0.017  -0.252
C 4.589 -1.453 -1.457  -0.075
C 1.956 3.200 -0.011  -0.465
C -4.829 0.069 -1.169  -0.066
C 1.412 2.096 -0.886  -0.347
C -3.181 -5.554 2.211  -0.546
C -5.535 -1.242 2.628  -0.551
C -5.145 2.584 -1.096  -0.550
C 0.471 -1.450 1.490  -0.061
C -5.680 0.126 3.244  -0.003
C -11.427 2.478 -0.149  -0.011
C 10.727 0.321 -4.628  -0.079
C -11.126 0.257 -2.091  -0.079
C 4.400 1.779 -0.658  -1.084
C 6.755 -0.632 0.929  -0.063
C -0.900 -1.798 1.206  -0.391
C -10.301 1.476 -0.037  -0.558
C 8.127 -1.036 -4.227  -0.005
C 6.454 5.894 3.275  -0.076
C -3.936 -1.919 4.462  -0.077
C -2.601 -5.919 0.867  -0.005
C -0.090 2.230 -1.144  -0.223
C 9.087 4.728 2.599  -0.012
C -6.610 2.431 -1.452  -0.009
C -1.202 -2.616 -0.027  -0.226
C 4.041 -0.577 -0.330  -0.238
H -4.626 -3.006 2.791  0.113
H 6.651 0.301 -1.025  0.078
H 3.765 -1.979 -1.926  0.064
H -0.604 1.934 -0.232  0.075
H -1.235 -2.528 -2.746  -0.014
H 8.640 -1.731 -4.893  0.083
H -1.504 -2.016 2.071  0.125
H -6.714 1.928 -2.414  0.081
H -2.250 -2.894 0.021  0.074
H 6.971 -1.549 0.396  0.060
H 5.948 6.690 2.726  0.084
H -5.107 -8.132 2.480  0.084
H 0.761 -1.213 2.497  0.114
H -5.886 0.018 -1.402  0.072
H 10.717 0.194 -2.511  0.139
H 5.995 -0.846 1.670  0.072
H -4.264 -0.391 -1.981  0.075
H -4.608 -7.420 0.944  0.071
H 5.822 4.286 2.047  0.091
H -11.594 -0.725 -2.014  0.082
H 3.946 -1.186 0.564  0.106
H -4.636 -5.906 3.519  0.139
H 9.205 5.758 2.262  0.083
H 0.718 -1.677 -1.701  -0.003
H 9.106 4.711 3.689  0.083
H 11.689 -0.169 -4.791  0.082
H -1.707 -5.327 0.722  0.057
H -11.906 1.009 -2.116  0.069
H 1.779 4.159 -0.482  0.076
H -4.085 -0.931 4.883  0.072
H 10.049 0.017 -5.418  0.069
H -7.055 3.418 -1.521  0.081
H 7.412 6.269 3.619  0.069
H 7.834 -0.154 -4.797  0.085
H -2.874 -2.059 4.256  0.071
H -6.073 0.055 4.258  0.084
H -10.575 0.300 -3.032  0.082
H -3.441 1.612 -0.765  0.119
H 5.094 -0.874 -2.216  0.043
H -1.619 1.687 -3.359  0.023
H -12.397 1.986 -0.074  0.083
H 1.577 1.154 -0.372  0.091
H -2.334 -6.976 0.839  0.088
H 1.443 3.176 0.940  0.074
H -4.656 -0.511 -0.264  0.066
H -4.235 -2.659 5.206  0.083
H -4.717 0.640 3.276  0.087
H -11.326 3.188 0.665  0.082
H 9.913 4.135 2.222  0.080
H 3.033 -0.281 -0.587  0.072
H 10.878 1.399 -4.699  0.083
H 5.254 -2.212 -1.069  0.067
H 1.225 -1.494 0.723  0.086
H 7.235 -1.515 -3.836  0.074
H 1.390 0.292 -2.980  0.036
H 5.848 5.643 4.148  0.083
H -11.378 3.015 -1.097  0.083
H -0.578 -3.498 0.074  0.077
H -9.465 -0.145 -0.832  0.140
H 1.946 2.119 -1.827  0.050
H 7.651 -0.301 1.431  0.072
H -3.305 -5.706 0.062  0.092
H -0.385 3.242 -1.395  0.085
H -6.372 0.704 2.647  0.080
H 6.694 1.391 0.325  0.083
H -6.090 -6.868 1.727  0.086
H -7.138 1.862 -0.684  0.068

Properties
Spin multiplicity: 1
Gap between HOMO and LUMO (Eh): 0.2786

=====

Molecular formula: C29H68B2BrN6O12PS2
Method: DFT, wB97M-V/def2-TZVPD

Each line ends with the Löwdin charge.
Atoms and positions in Å:
Br -1.897 -1.289 0.951  0.784
S 0.416 2.351 -2.801  0.395
S 0.973 -2.034 3.267  0.605
P 2.010 1.407 -2.241  0.485
O 4.500 -0.019 -1.344  -0.066
O -4.480 1.572 0.543  -0.134
O -3.405 -2.502 -3.243  -0.219
O 1.841 4.672 -0.795  0.000
O 3.742 -0.774 0.941  0.055
O 3.690 2.304 1.230  -0.146
O -3.340 -6.930 -4.126  -0.182
O 2.071 -0.087 -3.158  -0.277
O -4.149 0.920 4.132  -0.191
O -0.288 1.046 0.138  -0.158
O -3.564 -3.351 5.475  -0.197
O 3.378 2.371 -2.842  -0.274
N 1.172 0.758 2.006  0.092
N -2.014 3.999 -1.183  -0.061
N 1.008 3.812 1.487  0.151
N -4.684 -0.840 6.704  -0.057
N 2.877 2.478 0.187  -0.074
N -5.184 -4.432 -4.721  -0.057
C -4.732 -6.804 -3.827  -0.217
C 8.963 2.130 -1.816  -0.133
C -5.397 0.747 4.805  -0.218
C 5.406 -1.165 -1.205  -0.208
C 2.288 1.217 -0.369  -0.232
C -2.527 -5.889 -3.603  -0.099
C -5.460 -3.815 -3.417  -0.203
C 6.733 -0.850 -0.237  -0.082
C -3.514 -0.290 3.744  -0.132
C -4.833 -2.415 -3.318  -0.198
C 1.065 -0.434 2.672  -0.565
C -4.650 -3.303 6.408  -0.204
C -5.501 -5.864 -4.778  -0.196
C -0.696 -0.812 -1.684  -0.135
C -3.082 1.985 0.186  -0.284
C 6.181 5.189 0.153  -0.101
C -5.452 -2.003 6.242  -0.206
C -1.200 0.034 -0.376  -0.736
C 6.787 2.675 -0.426  -0.162
C 1.046 0.552 0.479  -0.271
C -3.233 3.518 -0.427  -0.209
C 4.747 3.315 1.330  -0.110
C 5.531 3.664 -0.066  -0.266
C 7.359 3.983 -2.798  -0.108
C -2.288 -3.215 6.088  -0.110
C -5.268 0.449 6.313  -0.195
C 7.964 3.392 -1.359  -0.358
C -2.749 -2.036 -4.415  -0.111
C -2.548 0.880 -0.901  -0.117
B 1.938 3.643 0.300  -0.530
B 3.530 0.086 -0.239  -0.425
H -4.627 1.224 6.753  0.118
H -3.113 -1.049 -4.708  0.092
H -2.256 4.318 -2.157  0.078
H 4.406 4.323 1.872  0.136
H 5.510 5.880 0.818  0.075
H -6.542 -3.736 -3.278  0.121
H -1.419 -1.760 -1.761  0.075
H 9.486 1.611 -0.906  0.082
H -5.167 -1.763 -4.139  0.124
H -5.052 -4.419 -2.602  0.098
H -5.153 -7.808 -3.959  0.119
H 7.244 2.107 0.517  0.122
H 3.934 -0.246 1.770  0.130
H -4.231 -1.071 3.475  0.093
H 5.877 -1.344 -2.288  0.134
H -5.306 -4.143 6.162  0.117
H 6.277 4.462 -2.640  0.076
H -5.917 1.708 4.711  0.117
H -1.538 4.807 -0.718  0.058
H -0.831 -0.249 -2.718  0.070
H -2.473 2.036 1.186  0.153
H -3.444 4.324 0.427  0.127
H -4.163 3.594 -1.163  0.133
H -1.525 -3.450 5.340  0.077
H 3.737 1.940 -3.696  0.095
H 0.210 4.453 1.279  0.072
H -2.898 -5.508 -2.647  0.089
H -3.394 0.142 -1.279  0.134
H 0.840 4.802 -0.945  0.083
H -5.715 -1.908 5.185  0.098
H -2.878 -2.743 -5.238  0.075
H -4.693 1.979 1.438  0.101
H -2.175 -3.904 6.929  0.086
H 1.179 -0.629 0.356  0.148
H -5.165 -1.958 -2.382  0.118
H -2.441 -5.084 -4.332  0.067
H -2.126 -2.187 6.422  0.075
H -1.679 -1.963 -4.199  0.077
H -4.313 -3.442 7.446  0.122
H -4.884 -6.557 -2.771  0.108
H 5.573 2.858 2.061  0.152
H -4.198 -4.317 -4.941  0.064
H 6.443 0.010 0.532  0.074
H 7.066 -1.774 0.398  0.087
H 2.980 -0.120 -3.598  0.083
H -6.577 -5.995 -4.622  0.115
H 0.392 -1.288 -1.566  0.096
H -1.521 -6.289 -3.446  0.090
H -3.744 -0.890 6.321  0.065
H 7.243 5.138 0.695  0.092
H 1.525 4.077 2.354  0.085
H 8.609 4.177 -0.774  0.123
H -2.850 -0.632 4.537  0.072
H -6.379 -2.075 6.821  0.120
H 8.117 4.807 -3.184  0.090
H 4.880 -2.184 -0.932  0.138
H 8.280 1.347 -2.401  0.077
H -6.026 0.019 4.281  0.109
H -6.251 0.551 6.786  0.114
H 7.242 3.161 -3.623  0.078
H 7.633 -0.444 -0.908  0.074
H -5.292 -6.185 -5.806  0.118
H -2.889 -0.082 2.870  -0.020
H 6.370 5.750 -0.859  0.077
H 6.347 1.807 -1.113  0.107
H 9.689 2.583 -2.614  0.079
H -2.180 1.455 -1.879  0.092
H 4.851 3.752 -1.015  0.127

Properties
Spin multiplicity: 1
Gap between HOMO and LUMO (Eh): 0.2881
SMILES string: CCOB(O)[C@@]([C@@H](N=C=S)O[C@@](C)(Br)C[C@H](O)CN)(N(OC[C@@H](C)CC(C)C)B(N)O)P(O)(O)=S.COCCNCCOC.COCCNCCOC